(1)
C21H52O13P3Tl as an isolated structure at a distorted geometry, computed with ωB97M-V/def2-TZVPD.

## Properties
highest occupied orbital energy = -14.541 eV
energy above the lowest of the compared OMol25 structures with the same formula, charge and spin = 122.9 kcal/mol
strongest force on any atom = 0.12044 hartree/bohr
net charge = +2
E_tot = -81783.21872 eV

Atoms and positions in Å:
Tl  10.3936  -25.9713  13.7952
C  7.7713  -23.7771  9.9328
C  9.0095  -23.2319  10.7034
C  8.6839  -21.8933  11.3820
O  9.6323  -24.1836  11.5554
H  8.0968  -24.6649  9.3907
H  7.3645  -22.9603  9.3367
H  6.9947  -24.1183  10.6174
H  9.7266  -22.9267  9.9413
H  8.0668  -21.4053  10.6276
H  9.4146  -21.1984  11.7959
H  8.0088  -22.1100  12.2098
C  13.5498  -20.0722  15.7662
C  14.6171  -21.1754  15.6620
O  13.8490  -22.3237  15.6723
P  13.6355  -23.1478  14.2528
O  12.8338  -24.3606  14.3724
O  12.9762  -21.9935  13.2713
C  13.3859  -21.9248  11.9169
C  14.1950  -20.6320  11.8785
O  15.1038  -23.2818  13.6468
C  15.7998  -24.5217  13.5650
C  16.5640  -24.7477  14.9518
H  13.1157  -19.9070  16.7523
H  14.0111  -19.1073  15.5557
H  12.7884  -20.2650  15.0104
H  15.3717  -21.1676  14.8754
H  15.3513  -21.1542  16.4674
H  13.9696  -22.7961  11.6201
H  12.6142  -22.0225  11.1534
H  15.0808  -20.5720  12.5108
H  14.5382  -20.4542  10.8594
H  13.4649  -19.8568  12.1117
H  15.0863  -25.3101  13.3252
H  16.7053  -24.5041  12.9586
H  16.6417  -25.8177  15.1443
H  17.6171  -24.4722  14.8952
H  16.0935  -24.1889  15.7608
C  12.2770  -21.8688  19.9040
C  12.0098  -22.6656  18.5392
O  11.4014  -23.8478  18.8670
P  11.5649  -25.2032  17.9111
O  10.9417  -25.1878  16.5347
O  13.1032  -25.5809  18.1047
C  13.5083  -26.9397  17.7966
C  14.8491  -27.2658  18.5146
O  10.9574  -26.4381  18.7346
C  10.6675  -26.3908  20.0976
C  12.0260  -26.3196  20.9359
H  12.7962  -20.9378  19.6767
H  11.4067  -21.5999  20.5027
H  12.9308  -22.2895  20.6681
H  11.3495  -22.0583  17.9202
H  12.9756  -22.8427  18.0659
H  12.8426  -27.7398  18.1201
H  13.6692  -27.0298  16.7223
H  15.3700  -28.1397  18.1237
H  15.5907  -26.5213  18.2248
H  14.7165  -27.2923  19.5962
H  10.1473  -25.4781  20.3882
H  10.1585  -27.3167  20.3653
H  12.0400  -26.7683  21.9292
H  12.8366  -26.9084  20.5067
H  12.4250  -25.3109  21.0431
C  9.7277  -32.2278  12.8102
C  10.3191  -30.9173  12.2161
O  9.2234  -30.3695  11.6102
P  9.3024  -28.9240  10.8482
O  9.8087  -27.7987  11.7036
O  7.7620  -28.7451  10.3723
C  7.3688  -27.4949  9.9027
C  6.0756  -27.6478  9.1574
O  10.0530  -29.2283  9.5275
C  9.5955  -30.2205  8.6064
C  10.4153  -30.0824  7.3626
H  10.4685  -32.8395  13.3250
H  8.8937  -32.0645  13.4927
H  9.3440  -32.9215  12.0621
H  10.6489  -30.3589  13.0922
H  11.2396  -31.1387  11.6760
H  7.3698  -26.8284  10.7652
H  8.1248  -27.0067  9.2876
H  5.8685  -26.8082  8.4939
H  6.0349  -28.5896  8.6101
H  5.1868  -27.5059  9.7723
H  9.6512  -31.2532  8.9506
H  8.5461  -29.9560  8.4762
H  11.4534  -30.2074  7.6706
H  10.2394  -30.9082  6.6733
H  10.2266  -29.1509  6.8290

=====

(2)
A 6-piece molecular cluster, C21H53NO12 overall at a distorted geometry, computed with ωB97M-V/def2-TZVPD.

## Properties
highest occupied orbital energy = -9.389 eV
structure (SMILES) = C[N+](=O)[O-].COCCOC.COCCOC.COCCOC.COCCOC.COCCOC
energy above the lowest of the compared OMol25 structures with the same formula, charge and spin = 22.6 kcal/mol
strongest force on any atom = 0.06548 hartree/bohr
E_tot = -48685.60431 eV

Atoms and positions in Å:
C  1.5584  -0.2282  1.5162
N  0.9010  -1.0357  0.5070
O  0.1948  -0.4233  -0.2989
O  1.1279  -2.2652  0.5545
H  0.8976  0.5708  1.8525
H  2.4256  0.1197  0.9550
H  1.8827  -0.8763  2.3303
C  -1.9786  -1.8470  2.1062
O  -1.3689  -0.7235  2.6313
C  -2.2091  0.4301  2.6706
C  -3.4072  0.3779  3.5555
O  -4.4906  -0.4482  3.0903
C  -5.4915  -0.6846  4.0690
H  -1.2653  -2.5354  1.6531
H  -2.6888  -1.6511  1.3028
H  -2.4817  -2.3702  2.9193
H  -2.6020  0.6831  1.6858
H  -1.5307  1.2462  2.9196
H  -3.8326  1.3815  3.5584
H  -3.1443  0.1847  4.5955
H  -6.0527  -1.5030  3.6181
H  -6.0503  0.2450  3.9606
H  -5.2077  -0.8817  5.1028
C  -4.1257  -6.4979  -3.9659
O  -3.0582  -5.4981  -3.9380
C  -1.8325  -5.8672  -4.5725
C  -0.7229  -4.9029  -4.1139
O  -0.4542  -5.0831  -2.7008
C  -0.4897  -3.8728  -1.9663
H  -4.4425  -6.6138  -5.0024
H  -4.9276  -6.2666  -3.2649
H  -3.7590  -7.4334  -3.5435
H  -1.9283  -5.7491  -5.6518
H  -1.6753  -6.9313  -4.3963
H  -0.9680  -3.8736  -4.3755
H  0.1395  -5.1439  -4.7354
H  0.3125  -3.2254  -2.3206
H  -0.3726  -4.0879  -0.9042
H  -1.3654  -3.2253  -2.0097
C  -2.9211  -0.5469  -5.9806
O  -2.0070  0.1808  -5.2564
C  -1.1753  -0.4965  -4.3306
C  -0.2879  0.4376  -3.4987
O  0.4721  1.2226  -4.3760
C  1.7088  0.6175  -4.7666
H  -3.4485  -0.0308  -6.7828
H  -3.6340  -1.0227  -5.3073
H  -2.2732  -1.2630  -6.4862
H  -0.5529  -1.1891  -4.8972
H  -1.8238  -0.9993  -3.6132
H  0.3332  -0.0427  -2.7427
H  -0.9469  1.1307  -2.9759
H  2.2987  1.0391  -5.5804
H  1.5307  -0.4212  -5.0448
H  2.2953  0.5733  -3.8489
C  -0.3650  3.4941  1.6350
O  1.0323  3.1891  1.5491
C  1.6190  3.4469  0.3059
C  3.1121  3.2885  0.2574
O  3.6272  1.9574  0.0635
C  3.4036  1.4348  -1.2348
H  -0.9592  2.7395  1.1197
H  -0.6229  4.4283  1.1361
H  -0.6905  3.6394  2.6650
H  1.4614  4.4820  0.0029
H  1.0674  2.8411  -0.4130
H  3.5578  3.6758  1.1736
H  3.5561  3.8933  -0.5333
H  3.6934  2.1876  -1.9679
H  2.3577  1.1509  -1.3514
H  3.9640  0.5185  -1.4201
C  2.9497  5.0450  6.2263
O  3.1505  3.7131  5.7840
C  2.7663  3.5979  4.3922
C  2.7342  2.1149  4.0574
O  3.9536  1.3900  4.3256
C  5.0889  1.7666  3.5456
H  1.8804  5.2382  6.3120
H  3.6030  5.6827  5.6307
H  3.2804  4.9412  7.2597
H  3.3982  4.2021  3.7413
H  1.7246  3.8864  4.2512
H  2.4944  2.0077  2.9995
H  1.9276  1.6558  4.6290
H  5.1552  2.8503  3.4494
H  4.9398  1.3759  2.5390
H  6.0545  1.4819  3.9634

=====

(3)
A 3-piece molecular cluster, C21H54BBrN8O8P overall at a distorted geometry, computed with ωB97M-V/def2-TZVPD.

## Properties
highest occupied orbital energy = -9.918 eV
energy above the lowest of the compared OMol25 structures with the same formula, charge and spin = 12.7 kcal/mol
strongest force on any atom = 0.02415 hartree/bohr
net charge = +1
E_tot = -130953.07707 eV

Atoms and positions in Å:
C  2.2779  -1.4810  0.0049
C  2.2413  -0.6788  -1.2719
O  3.5615  -0.5938  -1.8261
N  3.6810  0.4789  -2.7297
C  4.9103  1.1586  -2.6763
N  5.3497  1.9371  -1.7485
B  4.6548  2.3622  -0.4737
N  4.0993  1.4720  0.4802
O  4.5780  3.6929  -0.2850
N  5.6688  0.9757  -3.8417
C  6.6103  -0.1349  -3.7599
O  6.5288  -0.6804  -2.4751
C  7.5945  -1.5962  -2.2537
C  4.5917  0.9110  -4.8212
N  3.9322  2.2189  -4.6287
C  4.9524  0.6675  -6.2847
N  6.3949  0.7103  -6.5365
C  6.9793  2.0571  -6.4162
C  3.6686  -0.0917  -4.1003
P  1.9224  -0.3978  -4.7254
O  2.1236  -0.2239  -6.3428
Br  1.8558  -2.6274  -4.4986
H  1.3834  -2.0803  0.0565
H  3.1672  -2.0961  0.0382
H  2.2893  -0.8426  0.8713
H  1.5229  -1.0922  -1.9713
H  1.9179  0.3252  -1.0410
H  6.2591  2.3269  -1.9657
H  4.7105  1.2283  1.2485
H  3.2146  1.8225  0.8229
H  4.7875  4.1679  -1.1089
H  6.4087  -0.8788  -4.5248
H  7.6196  0.2257  -3.9462
H  7.5915  -2.3458  -3.0368
H  8.5556  -1.0901  -2.2523
H  7.4471  -2.0603  -1.2942
H  4.5931  2.9731  -4.7625
H  3.1421  2.3235  -5.2526
H  4.4448  1.4373  -6.8614
H  4.5680  -0.2718  -6.6402
H  6.4991  0.4580  -7.5096
H  7.9606  2.0169  -5.9664
H  7.1123  2.5148  -7.3899
H  6.3758  2.7319  -5.8302
H  4.1272  -1.0644  -3.9425
H  2.3312  -1.0755  -6.7631
C  -3.6422  -5.1192  4.4274
O  -4.1027  -3.9012  3.8696
C  -4.0701  -2.7996  4.7692
C  -3.0348  -1.7828  4.3405
N  -1.6811  -2.2925  4.5189
C  -0.6486  -1.4554  3.9190
C  -0.6565  -1.2856  2.4032
O  -0.3597  -2.4669  1.6801
C  -1.4713  -3.3099  1.4164
H  -3.8430  -5.9050  3.7015
H  -2.5646  -5.0942  4.6232
H  -4.1718  -5.3541  5.3543
H  -3.8977  -3.1286  5.7971
H  -5.0555  -2.3257  4.7306
H  -3.1555  -0.8757  4.9402
H  -3.2390  -1.5263  3.2916
H  -1.6231  -3.2180  4.1147
H  0.3158  -1.8883  4.1978
H  -0.6956  -0.4636  4.3793
H  0.1436  -0.5799  2.1559
H  -1.5862  -0.8357  2.0357
H  -2.3956  -2.7407  1.2960
H  -1.6016  -4.0584  2.2009
H  -1.2687  -3.8436  0.4872
C  -8.9610  3.3533  3.8832
O  -8.6363  1.9755  3.8444
C  -8.8622  1.3585  2.5827
C  -7.5540  0.9608  1.9337
N  -6.7959  2.1322  1.5100
C  -5.4315  1.8424  1.0823
C  -4.4606  1.2905  2.1211
O  -4.1270  2.1976  3.1530
C  -5.0143  2.2169  4.2586
H  -8.8806  3.6766  4.9194
H  -8.2698  3.9506  3.2786
H  -9.9841  3.5277  3.5395
H  -9.4481  2.0044  1.9237
H  -9.4451  0.4521  2.7684
H  -7.7651  0.3386  1.0594
H  -7.0009  0.3500  2.6604
H  -6.7591  2.7932  2.2746
H  -5.0108  2.7775  0.7037
H  -5.4722  1.1480  0.2369
H  -3.5203  1.0804  1.6006
H  -4.7961  0.3350  2.5430
H  -5.4633  1.2368  4.4382
H  -5.8037  2.9610  4.1278
H  -4.4386  2.5011  5.1396

=====

(4)
A 3-piece molecular cluster, C21H55BrN8O4P3 overall at a distorted geometry, computed with ωB97M-V/def2-TZVPD.

## Properties
highest occupied orbital energy = -9.912 eV
strongest force on any atom = 0.18051 hartree/bohr
net charge = +1
E_tot = -140672.58750 eV

Atoms and positions in Å:
C  -0.6707  2.4316  -2.3848
N  -0.3435  3.7206  -3.1021
C  -0.8659  4.9472  -2.3890
C  1.1106  3.8343  -3.4944
O  1.3982  4.6065  -4.5794
C  2.3950  3.1605  -2.7321
C  2.7759  4.1239  -1.4610
C  4.3814  4.2899  -1.1730
N  4.8527  3.7546  0.1609
C  4.1340  4.3160  1.3683
C  2.5712  4.7390  1.1058
P  1.4841  4.7705  2.6864
O  0.5134  6.2326  2.5469
Br  -0.0432  3.0693  2.5963
C  1.9875  3.7016  -0.0586
H  0.0947  2.1068  -1.5615
H  -1.7001  2.6233  -1.8118
H  -0.9119  1.5908  -3.1814
H  -0.0758  5.8178  -2.4703
H  -1.8342  5.2907  -2.9528
H  -1.1472  4.7035  -1.2694
H  2.1269  2.0485  -2.4402
H  3.3293  3.1829  -3.4691
H  2.3706  5.2136  -1.7236
H  4.6806  5.4052  -1.3713
H  4.9432  3.6466  -2.0063
H  5.8695  4.0491  0.2568
H  4.8781  2.6919  0.1816
H  4.7081  5.2284  1.8814
H  4.1141  3.4636  2.2021
H  2.5823  5.8579  0.6943
H  0.3206  6.4347  1.5732
H  0.8420  3.9586  -0.1624
H  2.2059  2.5740  0.1707
O  1.8761  -1.6040  -1.6315
P  0.6909  -2.4537  -2.1517
N  1.5144  -3.9404  -1.8109
C  1.4124  -5.1918  -2.5600
C  1.6058  -4.2587  -0.3805
N  1.0579  -2.0025  -3.7969
C  1.4175  -2.9369  -4.8531
C  1.8905  -0.7942  -3.9890
N  -0.6717  -3.4306  -2.7496
C  -1.6069  -2.6594  -3.6176
C  -1.5548  -3.9065  -1.6601
H  0.4406  -5.6830  -2.4535
H  2.1657  -5.9131  -2.2248
H  1.6152  -5.0699  -3.6209
H  0.6389  -4.5500  0.0441
H  1.9666  -3.3993  0.1868
H  2.3082  -5.0763  -0.1872
H  2.4191  -3.3508  -4.7136
H  1.3970  -2.4358  -5.8301
H  0.6896  -3.7457  -4.9527
H  2.9482  -1.0011  -3.7789
H  1.5538  0.0264  -3.3472
H  1.8193  -0.4171  -5.0112
H  -1.9848  -1.7720  -3.0965
H  -2.4593  -3.2780  -3.9217
H  -1.1611  -2.3289  -4.5584
H  -1.8812  -3.0794  -1.0235
H  -1.0634  -4.6597  -1.0309
H  -2.4419  -4.4110  -2.0603
O  -3.1533  0.4617  2.5312
P  -3.2810  -0.9568  3.1383
N  -2.9986  -0.3719  4.7454
C  -2.3183  -1.0786  5.8296
C  -4.1230  0.3824  5.3131
N  -1.7414  -1.4139  2.4559
C  -0.5824  -1.8335  3.2296
C  -1.2357  -0.5900  1.3353
N  -3.4278  -2.5877  3.8363
C  -3.2669  -3.6723  2.8261
C  -4.7760  -2.8534  4.3887
H  -2.8878  -1.9283  6.2179
H  -2.1339  -0.4115  6.6788
H  -1.3293  -1.4334  5.5510
H  -4.9738  -0.2616  5.5610
H  -4.4785  1.1380  4.6107
H  -3.8387  0.9156  6.2263
H  -0.1265  -1.0020  3.7726
H  0.1841  -2.2604  2.5690
H  -0.8210  -2.6452  3.9210
H  -0.8265  0.3637  1.6942
H  -2.0248  -0.3863  0.6043
H  -0.4480  -1.1059  0.7825
H  -3.9826  -3.5527  2.0043
H  -3.4168  -4.6578  3.2822
H  -2.2660  -3.7227  2.3918
H  -5.5558  -2.6425  3.6517
H  -4.9763  -2.2596  5.2898
H  -4.8736  -3.8961  4.7127

=====

(5)
A 4-piece molecular cluster, C21H55FN6O7P overall, computed with ωB97M-V/def2-TZVPD.

## Properties
highest occupied orbital energy = -10.166 eV
strongest force on any atom = 0.01682 hartree/bohr
net charge = +1
E_tot = -57938.71048 eV

Atoms and positions in Å:
C  -0.1868  -2.2882  -4.3634
C  1.1528  -1.5859  -4.2654
F  1.2161  -0.4909  -5.0948
N  1.4462  -1.1108  -2.8959
C  1.0008  -0.0209  -2.3403
N  0.1221  0.8004  -2.9838
N  1.4948  0.2324  -1.0550
P  2.8950  1.2454  -0.9338
O  3.9683  0.7463  -0.0788
H  -0.4979  -2.6706  -3.3928
H  -0.1097  -3.1317  -5.0465
H  -0.9337  -1.5947  -4.7458
H  1.9907  -2.2344  -4.5202
H  2.0095  -1.7318  -2.3112
H  -0.3381  1.4181  -2.3224
H  0.5248  1.4236  -3.6959
H  0.7632  0.5094  -0.4050
H  2.3390  2.4681  -0.5345
H  3.1577  1.3515  -2.3107
C  -0.0214  7.0406  -7.7533
O  1.2250  6.4364  -7.4713
C  2.0368  7.1287  -6.5329
C  2.1433  6.3571  -5.2349
N  0.8698  6.3304  -4.5343
C  0.7853  5.4319  -3.4009
C  1.0504  3.9465  -3.6343
O  0.0400  3.2469  -4.3560
C  0.0352  3.4273  -5.7712
H  -0.4216  6.5507  -8.6387
H  -0.7431  6.9294  -6.9348
H  0.0906  8.1081  -7.9627
H  1.6449  8.1344  -6.3544
H  3.0364  7.2242  -6.9628
H  2.8920  6.8384  -4.5975
H  2.5240  5.3562  -5.4858
H  0.1254  6.1365  -5.1892
H  -0.2154  5.5249  -2.9716
H  1.4912  5.7704  -2.6337
H  1.0650  3.4646  -2.6484
H  2.0302  3.7771  -4.0982
H  1.0523  3.4859  -6.1661
H  -0.5074  4.3264  -6.0629
H  -0.4708  2.5637  -6.1982
C  -0.1140  -3.8338  3.3061
O  0.9698  -2.9381  3.1411
C  2.2386  -3.4422  3.5455
C  3.1323  -3.6866  2.3493
N  2.6474  -4.7974  1.5463
C  3.2655  -4.9509  0.2398
C  3.1840  -3.7789  -0.7304
O  1.8719  -3.5249  -1.2513
C  0.9852  -2.8712  -0.3584
H  -1.0345  -3.2633  3.2038
H  -0.1152  -4.6400  2.5622
H  -0.1072  -4.2899  4.2996
H  2.1154  -4.3564  4.1334
H  2.7068  -2.6876  4.1817
H  4.1438  -3.9152  2.6997
H  3.1920  -2.7375  1.7969
H  1.6443  -4.7349  1.4467
H  2.8174  -5.8209  -0.2454
H  4.3264  -5.1817  0.3819
H  3.7974  -4.0142  -1.6016
H  3.5809  -2.8584  -0.2856
H  1.5251  -2.1406  0.2486
H  0.4156  -3.5306  0.2971
H  0.2632  -2.3521  -0.9937
C  -2.2543  0.2871  7.9054
O  -3.3826  -0.4983  8.2179
C  -4.6162  -0.0314  7.6879
C  -5.1219  -0.9317  6.5815
N  -4.2807  -0.8422  5.3987
C  -4.5465  -1.8297  4.3632
C  -4.4326  -3.3118  4.7088
O  -3.1086  -3.7621  4.9378
C  -2.5873  -3.4983  6.2264
H  -1.4450  -0.0408  8.5554
H  -1.9318  0.1729  6.8629
H  -2.4431  1.3499  8.0878
H  -4.5108  0.9976  7.3293
H  -5.3455  -0.0355  8.5012
H  -6.1384  -0.6203  6.3186
H  -5.1902  -1.9489  6.9899
H  -3.3097  -0.8921  5.6747
H  -3.8559  -1.6350  3.5377
H  -5.5570  -1.6558  3.9759
H  -4.7865  -3.8736  3.8414
H  -5.0735  -3.5906  5.5535
H  -3.3596  -3.5805  6.9964
H  -2.1288  -2.5080  6.3023
H  -1.8184  -4.2451  6.4228